# 1
86
Properties=species:S:1:pos:R:3 method="wB97M-V/def2-TZVPD" total_charge=+1 total_energy_ha=-5994.73260 fmax_ev_per_a=0.6
N -3.07221 2.14181 -3.16509
C 1.90432 -3.41746 5.02490
H 3.83107 -3.33165 1.62508
N 0.13633 1.53517 1.86858
N 2.14212 -2.50568 -1.17219
S -0.99675 -1.38965 -1.90079
H 2.36716 2.41794 -4.16974
H 1.90536 -4.37213 5.53853
O 0.68396 -1.41498 7.70721
H 0.36466 1.69518 -5.49459
H 4.87853 -4.27661 -0.35454
N 2.12614 -2.17662 1.53449
H -1.17888 4.55483 -2.57993
H 2.17175 -4.32049 3.09876
C -3.94560 3.55425 -6.49046
C 2.01904 -2.18063 2.96674
C 1.32507 1.89287 1.42381
H -4.64757 1.74723 -5.53971
C -0.02869 -0.18878 -2.71938
H -3.73956 -4.15302 2.48487
C -2.07823 0.50818 3.11423
C -1.55649 -1.66360 1.83768
H -4.77377 1.07366 -2.55193
N 1.64092 3.19109 1.55782
C -3.23596 2.86393 -4.34632
C -1.23572 -0.24605 2.14475
H -3.19876 0.41071 -2.04674
C -0.94720 -3.57554 0.69861
H 2.59890 3.43100 1.36981
C -2.88614 -3.63469 2.06740
H -1.73443 5.80607 -5.18361
H -1.17633 -0.00632 -4.52162
H -3.10923 5.39453 -7.20752
H -1.70361 1.51786 3.22927
H 0.61975 3.25860 4.10560
C 3.12461 -3.06148 -0.44329
H 2.98280 -3.73445 -4.16940
C 3.05936 -3.55750 -3.10595
H 1.02076 5.14877 1.72117
C 1.79147 -0.99659 3.65740
C -2.35992 4.92658 -5.26216
H -0.24760 -4.03222 0.00828
C 1.61846 -1.03262 5.02860
C 4.07949 -4.10570 -2.35617
C 1.67890 -2.23741 5.72011
Se -1.65024 2.26452 -0.67078
C -2.21423 2.78664 -2.33586
C -4.01301 2.62055 -5.46572
H -3.72847 0.25302 -3.73800
O 2.09811 -3.10047 7.95190
C 3.06088 -2.85670 1.01665
N 1.03903 0.22470 -2.02140
S 2.56872 0.86711 0.73532
H 4.83647 -4.72577 -2.81768
H -2.16544 -5.32008 0.92788
C 1.67425 1.68438 -3.78376
C 4.10931 -3.85687 -0.98886
C 0.55762 1.27540 -4.51447
C 1.87342 1.13782 -2.53833
H 1.78210 -0.05579 3.12987
H 1.28766 -2.32085 -3.02501
H 1.89338 4.48344 3.99191
H 1.42662 -0.12101 5.57927
C -2.65435 -2.30424 2.38707
N -1.81907 3.90305 -2.99783
C 2.10910 -2.76099 -2.47764
H 2.69553 1.43591 -1.90294
C 0.87916 4.22888 3.67931
H -3.31742 -1.77197 3.05302
N -0.19762 0.23961 1.55811
C -2.01889 -4.28711 1.20921
C -3.74285 0.89169 -2.85567
H -0.25475 3.94744 1.85891
C 1.42375 -2.20414 7.19855
Sc 0.78559 -0.88348 -0.05615
C -2.42973 3.99074 -4.24457
H -2.08227 0.00808 4.08618
C 2.06572 -3.39145 3.64616
N -0.71839 -2.30492 1.01166
H 2.73938 -3.57456 7.41116
C -3.13278 4.68669 -6.38985
H -3.10835 0.55011 2.75250
C 0.76204 4.18668 2.16369
C -0.30006 0.33498 -3.98674
H -4.53880 3.40415 -7.38246
H 0.20059 4.97646 4.09282

=====

# 2
91
Properties=species:S:1:pos:R:3 method="wB97M-V/def2-TZVPD" total_charge=-1 relative_energy_ev=2.610 fmax_ev_per_a=3.1 multiplicity=3
H 1.08023 -5.24703 -1.02665
C 0.15968 2.48279 1.87680
C -3.99089 -4.77064 0.78881
C -3.82349 -2.36586 0.81476
C 3.79284 1.09517 0.69899
H 2.32547 -0.03234 2.53017
C 4.43497 -0.07525 0.30674
H -5.78735 1.20150 2.04303
C 2.32909 4.32758 0.37041
C 2.73405 -3.47832 -3.81735
O 1.03815 -1.70726 -2.36595
F -2.13553 -6.05340 0.14525
H -4.92981 0.22832 3.24491
C -2.44426 -0.03175 0.16714
H 4.40066 4.54403 -2.87771
C 3.29089 3.28025 -1.56172
H -0.36669 -3.59870 -4.51282
Si 1.27814 -3.31964 -2.63602
Se 1.16107 1.21311 -3.29647
C -1.80538 1.26927 -0.18608
C -3.71447 -0.00655 0.64232
H -6.70065 0.20433 3.16235
Cl -0.49433 3.92480 -1.96436
H -6.66606 -3.34076 0.62913
O 3.18361 -0.19108 -1.85127
H 2.55343 -4.29495 -0.75415
H 3.63605 -3.15351 -3.30115
C 0.78243 0.64195 3.85749
H -6.44404 -0.79529 0.80206
H 1.02597 -0.08073 4.62693
C -0.27356 1.52573 4.04075
N -4.38436 -1.11094 1.04963
C 4.49633 1.99264 1.49842
Mo 0.45239 -0.17461 -1.67628
H 2.59350 -2.86038 -4.70525
H -5.48990 -2.32001 3.25468
H -0.11099 3.18764 1.10229
O -0.65330 1.17870 -0.80230
H 4.02509 6.58078 -1.51248
H -0.86391 1.48640 4.94876
H 6.19744 -1.26559 0.28680
H -0.31109 -5.03959 -3.49130
C 5.74738 -0.34773 0.64387
C 1.22025 1.60052 1.68375
C -0.58394 2.44202 3.04789
H 6.35159 2.43453 2.46536
C -5.73317 -0.94916 1.62264
H -4.22806 0.94199 0.67175
Te 1.17147 2.98024 -5.03321
H 1.02215 -3.67900 -0.18687
C -4.56888 -3.53161 1.01183
H 2.68579 6.42909 0.56508
Se -1.71365 -0.70146 -2.93429
Cl -0.73353 6.26108 -0.19625
C -5.99156 -3.43201 1.48656
P 2.07071 1.46594 0.07571
H -4.55868 -5.67635 0.95534
C -6.13580 -2.20898 2.37877
O 4.05998 -2.32489 -1.01672
Se -2.10139 0.41347 -4.81800
C -0.30270 -3.94516 -3.47960
C -1.74626 -1.26431 0.04245
C 2.53243 3.18512 -0.39421
H 1.75666 4.28248 1.28675
O -0.58012 -1.32270 -0.41637
C -5.78682 0.25012 2.57063
H 0.22598 6.13265 -2.33987
H 7.47814 0.38008 1.67724
H -1.56334 5.97632 -2.36332
H -1.41737 3.12322 3.16857
C 1.49465 -4.23600 -0.99794
H 3.47122 2.39328 -2.15581
C -2.68255 -4.84052 0.34554
O 2.16944 -1.18238 0.10354
C -1.93365 -3.71815 0.11056
H -7.16374 -2.10345 2.72535
H -0.91879 -3.79709 -0.25508
C -0.64336 5.68381 -1.87201
C 6.44388 0.56689 1.41754
C -2.49686 -2.46112 0.34177
O -2.33778 2.31270 0.13071
C 3.60924 5.63092 -1.19817
H 2.86923 -4.51553 -4.13514
H -6.26357 -4.34140 2.02324
S 3.39413 -1.08538 -0.71119
H 4.02409 2.90658 1.83295
C 3.82206 4.49338 -1.96468
C 1.52096 0.67459 2.68583
C 5.81049 1.72446 1.85163
C 2.86133 5.54390 -0.03435
H -1.20908 -3.61580 -2.96907